Formula: C5H9O7
Source: the OMol25 dataset
Level of theory: ωB97M-V with the def2-TZVPD basis set

Each line ends with the Mulliken charge.
Cartesian coordinates (Å):
H  -1.25  -1.64  -1.76  0.3628
O  -1.55  1.82  -2.84  -0.2218
O  -1.16  1.28  -1.50  -0.1832
C  0.22  1.00  -1.25  -0.9311
C  0.25  0.34  0.20  1.6522
C  1.70  -0.02  0.52  -1.6560
C  -0.68  -0.90  0.31  -0.4957
C  -0.64  -1.55  1.68  -0.1881
O  0.38  -1.95  2.18  -0.4484
O  -0.29  -2.21  -0.32  -0.2467
O  -1.10  -2.54  -1.50  -0.3581
O  -0.30  1.23  1.17  -0.3670
O  0.47  2.51  1.05  -0.3773
H  0.70  0.29  -1.94  0.4173
H  0.84  1.90  -1.13  0.4889
H  1.99  -0.91  -0.06  0.3510
H  2.32  0.86  0.32  0.4439
H  1.79  -0.25  1.59  0.3980
H  -1.71  -0.54  0.11  0.6826
H  -1.68  -1.87  1.98  0.3180
H  -0.29  3.14  1.20  0.3585

Properties
Relative energy (zero: lowest compared OMol25 entry of this formula, charge and spin) = 72.3 kcal per mole
Strongest force on any atom = 5.02 eV/A
E = -19651.3856 eV
Multiplicity = 2
Frontier orbital gap (alpha / beta) = 10.099 / 7.927 eV
HOMO (alpha / beta) = -0.3656 / -0.3654 Ha
Charge = 0

Formula: C2H9NOS
Source: the OMol25 dataset
Level of theory: ωB97M-V with the def2-TZVPD basis set

Each line ends with the Mulliken charge.
Cartesian coordinates (Å):
N  -0.97  -0.71  1.03  -0.5449
C  -1.83  -1.19  -0.03  -0.3260
O  -3.18  -0.77  0.06  -0.5361
H  -1.31  -1.23  1.84  0.2545
H  -1.08  0.30  1.19  0.2300
H  -1.66  -2.27  -0.10  0.3287
H  -1.42  -0.82  -0.99  0.2834
H  -3.73  -1.33  -0.59  0.3104
C  2.26  1.48  -0.77  -0.6550
S  3.01  1.66  0.89  -0.1988
H  1.50  0.70  -0.73  0.1695
H  2.90  1.29  -1.65  0.3131
H  1.84  2.47  -1.01  0.2493
H  3.68  0.44  0.86  0.1220

Properties
Relative energy (zero: lowest compared OMol25 entry of this formula, charge and spin) = 15.9 kcal per mole
Strongest force on any atom = 2.50 eV/A
E = -16591.9768 eV
Frontier orbital gap = 9.785 eV
HOMO = -0.3301 Ha
Charge = 0
SMILES string = NCO.CS

Formula: C6H11N
Source: the OMol25 dataset
Level of theory: ωB97M-V with the def2-TZVPD basis set

Each line ends with the Mulliken charge.
Cartesian coordinates (Å):
C  2.15  0.11  0.25  -1.2691
C  0.88  -0.69  -0.05  -0.6768
C  -0.49  0.05  0.07  1.8962
C  -1.65  -0.92  0.37  -1.7344
C  -0.87  0.85  -1.20  -1.6235
C  -0.34  0.99  1.20  -0.1585
N  -0.12  1.70  2.08  -0.5405
H  2.26  0.99  -0.40  0.2951
H  3.02  -0.53  0.09  0.3777
H  2.17  0.46  1.28  0.3913
H  0.86  -1.54  0.64  0.3439
H  0.95  -1.12  -1.06  0.3341
H  -1.50  -1.47  1.30  0.3976
H  -2.59  -0.36  0.46  0.4240
H  -1.77  -1.64  -0.45  0.3793
H  -1.85  1.32  -1.07  0.4154
H  -0.14  1.63  -1.45  0.3540
H  -0.95  0.16  -2.05  0.3942

Properties
Relative energy (zero: lowest compared OMol25 entry of this formula, charge and spin) = 2.4 kcal per mole
Strongest force on any atom = 1.07 eV/A
E = -7890.4292 eV
Frontier orbital gap = 12.134 eV
HOMO = -0.4168 Ha
Charge = 0
SMILES string = CCC(C)(C)C#N

Formula: C2H9N3
Source: the OMol25 dataset
Level of theory: ωB97M-V with the def2-TZVPD basis set

Each line ends with the Mulliken charge.
Cartesian coordinates (Å):
C  -5.20  1.06  -0.32  -0.2500
N  -6.41  1.03  -0.74  -0.4650
H  -5.04  0.49  0.59  0.2466
H  -4.52  1.76  -0.81  0.2320
H  -6.65  1.89  -1.23  0.2364
N  3.67  0.20  0.86  -0.5844
C  2.63  -0.42  0.02  -0.3278
N  2.88  -1.79  -0.33  -0.5201
H  3.43  0.33  1.83  0.2105
H  4.52  -0.35  0.89  0.2209
H  1.67  -0.34  0.57  0.2867
H  2.51  0.35  -0.75  0.2493
H  2.94  -2.41  0.46  0.2267
H  3.58  -1.79  -1.05  0.2383

Properties
Relative energy (zero: lowest compared OMol25 entry of this formula, charge and spin) = 49.2 kcal per mole
Strongest force on any atom = 2.21 eV/A
E = -6688.3745 eV
Frontier orbital gap = 9.898 eV
HOMO = -0.3245 Ha
Charge = 0
SMILES string = C=N.NCN

Formula: C2H9N3O
Source: the OMol25 dataset
Level of theory: ωB97M-V with the def2-TZVPD basis set

Each line ends with the Mulliken charge.
Cartesian coordinates (Å):
N  1.22  1.54  -0.34  -0.5259
C  0.62  0.34  -0.04  -0.0073
N  1.53  -0.85  -0.14  -0.1295
C  -0.70  0.27  0.26  0.2836
N  -1.48  -1.01  0.32  -0.4551
O  -1.46  1.31  -0.11  -0.4917
H  0.50  2.21  -0.69  0.2866
H  1.95  2.07  0.24  0.2821
H  1.91  -1.16  0.71  0.3417
H  2.17  -0.54  -0.88  0.4210
H  1.06  -1.61  -0.56  0.3216
H  -1.23  -1.89  0.93  0.4289
H  -2.48  -0.92  0.43  0.3932
H  -1.52  -1.49  -0.67  0.4333
H  -2.09  1.72  0.54  0.4176

Properties
Relative energy (zero: lowest compared OMol25 entry of this formula, charge and spin) = 34.5 kcal per mole
Strongest force on any atom = 4.59 eV/A
E = -8718.0644 eV
Frontier orbital gap = 9.792 eV
HOMO = -0.6682 Ha
Charge = +2
SMILES string = N/C([NH3+])=C(/[NH3+])O

Formula: H3NO2S2
Source: the OMol25 dataset
Level of theory: ωB97M-V with the def2-TZVPD basis set

Each line ends with the Mulliken charge.
Cartesian coordinates (Å):
N  -1.61  0.24  1.05  -0.4457
O  -0.60  0.26  -1.50  -0.6229
O  0.80  -0.03  0.53  -0.2848
S  2.25  -0.23  -0.31  -0.0293
S  -0.72  -0.65  0.25  0.6337
H  2.82  -1.24  0.65  0.1634
H  -1.48  1.24  1.14  0.2965
H  -1.46  0.41  -1.81  0.2891

Properties
Relative energy (zero: lowest compared OMol25 entry of this formula, charge and spin) = 39.5 kcal per mole
Strongest force on any atom = 4.38 eV/A
E = -27300.7356 eV
Frontier orbital gap = 9.655 eV
HOMO = -0.3523 Ha
Charge = 0